No. 1
C21H46BeBrFN5O10 | wB97M-V/def2-TZVPD

Element x y z (Å)
Br (2.36315, 3.19730, 6.73308)
F (0.74216, 3.23212, 5.44788)
O (2.84415, 1.21542, -1.41972)
O (-7.46956, -2.59428, -6.74470)
O (-0.97112, -2.12456, 0.14217)
O (6.90607, 6.46293, -2.55001)
O (-3.40972, -4.03264, -1.05322)
O (5.32951, 5.18217, -1.57144)
O (-5.60921, -2.15044, -5.75494)
O (4.67092, 3.52943, 3.68600)
O (4.74193, 4.03022, 1.56226)
O (0.46122, 2.75657, 1.15755)
N (-6.63884, -2.78266, -5.88810)
N (-1.04484, -0.49303, 2.41972)
N (-3.30287, -0.03439, 2.24568)
N (-1.83151, 0.97600, 0.72977)
N (-3.89399, -9.56349, -0.00686)
C (4.20089, 2.70761, 4.77484)
C (5.16782, 1.58634, 5.09328)
C (4.44359, 3.22654, 2.41506)
C (-4.49406, -8.54553, 0.60288)
C (-2.05240, 0.14951, 1.81662)
C (-3.82172, -8.24363, -2.00614)
C (-6.88743, -3.87897, -4.91022)
C (0.15744, -0.62979, 1.56520)
C (0.30472, 5.10567, 1.46486)
C (-2.97656, -2.68061, -1.12423)
C (-3.56993, -9.40389, -1.28732)
C (1.67927, 4.05331, -0.42651)
C (-3.67925, -1.96475, -2.26460)
C (-4.79482, -7.34418, -0.02311)
C (-0.25527, -0.91439, 0.13340)
C (-1.44381, -2.56897, -1.13884)
C (7.72105, 7.53878, -2.39085)
C (0.78411, 3.86966, 0.76609)
C (-1.04267, 0.30128, -0.34538)
C (3.88945, 1.86432, 2.06083)
C (-4.44867, -7.19283, -1.35665)
Be (3.61396, 3.17591, -3.01463)
H (-1.37648, -1.44802, 2.57925)
H (0.64815, 0.34160, 1.56902)
H (-0.27398, 5.72270, 0.77557)
H (-0.32385, 4.82898, 2.30799)
H (3.31444, 1.39860, 2.85629)
H (-3.02981, -4.39667, -0.24760)
H (-6.91377, -3.43277, -3.92096)
H (1.15749, 5.67622, 1.83590)
H (5.28477, 0.90576, 4.24835)
H (5.05046, 4.52966, -2.28531)
H (-7.83300, -4.34684, -5.15418)
H (-6.06659, -4.58401, -4.99702)
H (3.60965, 0.63649, -1.31283)
H (-4.58181, -1.51125, -1.85913)
H (5.39070, 4.74558, -0.70175)
H (-3.70528, -0.93223, 2.45407)
H (8.68903, 7.33433, -1.88486)
H (-1.02851, -3.56100, -1.30536)
H (-4.02737, -2.64800, -3.03220)
H (2.58912, 4.57745, -0.12878)
H (-5.28816, -6.54987, 0.52155)
H (-3.91029, 0.76822, 2.28550)
H (3.19541, 2.35459, 4.57038)
H (8.03326, 8.04124, -3.33699)
H (-3.29964, -2.20314, -0.19233)
H (-1.70721, 0.11211, -1.18202)
H (4.76037, 5.96795, -1.55409)
H (4.71129, 1.20781, 1.77701)
H (4.81635, 1.01411, 5.95183)
H (-1.10393, -1.92743, -1.94765)
H (1.95044, 3.08760, -0.82867)
H (2.25701, 0.97658, -0.69253)
H (-3.10368, -1.14315, -2.67661)
H (-3.53347, -8.16905, -3.04558)
H (-1.34385, 1.82922, 1.00622)
H (-3.08439, -10.25194, -1.75704)
H (-4.74553, -8.70582, 1.64578)
H (-4.66445, -6.27025, -1.87940)
H (6.15384, 1.99068, 5.31817)
H (4.12687, 3.38443, 5.64031)
H (7.29326, 8.38443, -1.80159)
H (0.66495, -0.99053, -0.45284)
H (-0.31299, 1.02615, -0.69511)
H (1.15701, 4.62279, -1.19774)
H (0.80712, -1.39240, 1.97144)
H (3.21389, 1.98105, 1.21585)

LUMO (eV): -5.71
Net charge: +1
Kohn-Sham gap (Eh): 0.0483
Spin multiplicity: 1



No. 2
C7H13N2O3PS | wB97M-V/def2-TZVPD

Element x y z (Å)
S (-2.24457, 0.08826, -1.64878)
P (0.56312, 0.60325, -0.43516)
O (1.21225, 0.25051, 0.98891)
O (1.16625, -0.55909, -1.31443)
O (0.87731, 1.88646, -1.04632)
N (-3.68343, -0.53838, 2.19705)
N (-1.67243, 0.01432, 0.91378)
C (1.40350, -1.84559, -0.70446)
C (-1.23835, 0.72491, -3.13612)
C (-2.78092, -0.32117, 1.47692)
C (0.22312, -2.74969, -0.64278)
C (-1.16898, 0.21742, -0.26388)
C (1.56565, 1.27491, 1.91210)
C (0.38983, 2.06830, 2.53904)
H (-0.54217, -0.13928, -3.30480)
H (2.13008, 2.02061, 1.30217)
H (-0.57086, -2.26075, -0.01373)
H (0.37774, -3.65001, -0.10769)
H (2.03640, -1.70549, 0.29730)
H (2.11230, -2.40466, -1.29484)
H (2.36175, 0.89917, 2.70823)
H (-0.13488, 2.45797, 1.70704)
H (-1.96962, 0.83368, -3.91387)
H (-0.03405, -2.94903, -1.69666)
H (-0.46880, 1.47346, 3.08786)
H (0.78877, 2.70825, 3.29877)
H (-0.69901, 1.60168, -2.90568)

LUMO (eV): -0.93
Kohn-Sham gap (Eh): 0.3198
Spin multiplicity: 1
ΔE to the lowest compared entry with this formula, charge and spin (eV): 0.000



No. 3
C21H64B2CoN2O11 | wB97M-V/def2-TZVPD

Element x y z (Å)
Co (-0.79542, 0.00135, 1.98255)
O (-1.41997, 2.04497, 0.47834)
O (2.00529, -1.41896, 2.41890)
O (0.90961, -1.11245, -0.21741)
O (-0.94107, -1.39761, 3.60547)
O (1.67242, -2.87193, -2.52998)
O (1.61724, 0.23542, -1.60466)
O (4.03541, 2.02137, -1.21348)
O (0.25890, 3.45262, 3.91268)
O (-1.14280, -4.14285, -4.72941)
O (-0.70391, -1.08104, 0.78499)
O (-2.43816, -0.48556, -1.69035)
N (-0.60637, 0.37547, 3.56761)
N (-0.00963, -2.19467, -3.12602)
C (0.23624, -2.20064, -4.54691)
C (-0.48568, -2.19774, 1.50935)
C (-0.83100, 3.01941, 3.12076)
C (-2.08079, 3.49566, -1.40837)
C (1.58366, -0.95503, 3.71274)
C (-1.65656, -5.02622, -5.74529)
C (-1.26909, 1.69960, 3.77321)
C (0.88027, 0.44099, 3.59756)
C (2.67552, 2.42585, -0.91468)
C (3.13147, -0.74179, 1.82808)
C (-2.62974, 0.53943, -2.65199)
C (1.51196, -2.41533, -0.17701)
C (1.75255, 1.63954, -1.86342)
C (-1.26769, -2.47728, 2.71809)
C (-0.42548, 4.25534, 0.46419)
C (-0.94313, 3.08991, -0.39942)
C (0.91673, 4.63112, 3.29794)
C (-0.10315, -0.84790, -2.61539)
C (-1.02965, -0.84602, -1.32962)
C (0.23935, -3.68418, -4.91016)
C (1.11247, -3.38280, -1.35818)
B (-2.38486, 0.27282, 2.01965)
B (0.28266, 0.77769, 0.80376)
H (-0.79354, -2.82936, -3.07357)
H (-2.48871, -0.37845, 1.16566)
H (-0.30851, -0.05752, -3.33734)
H (-1.87064, 4.18740, -2.22410)
H (2.45364, -0.87178, 4.36414)
H (1.01887, 1.32189, 0.23272)
H (2.35968, 2.06634, 0.06466)
H (-2.86979, 4.10767, -0.97131)
H (1.13712, 4.46923, 2.24281)
H (-0.68700, -0.18509, -0.53346)
H (-0.96240, -3.41173, 3.18896)
H (-0.43143, 2.82689, 2.12507)
H (-1.69955, 3.67635, 3.07435)
H (-0.24644, 5.15655, -0.12220)
H (-0.90302, 0.01072, 4.46151)
H (-2.36886, 0.12622, -3.62631)
H (-0.46183, -1.74317, -5.24799)
H (-1.20409, 1.82220, 4.85434)
H (-1.46851, -1.60957, 4.37909)
H (-1.69728, 1.07322, 1.79421)
H (0.91339, -0.54012, -2.37038)
H (1.02044, 0.87054, 4.58949)
H (-2.00653, 1.41558, -2.47285)
H (1.42008, 0.96626, 2.80965)
H (4.17338, 1.07926, -1.33602)
H (0.02424, -3.43182, -1.39621)
H (1.04717, 0.33836, -0.83915)
H (0.57181, -2.06686, 1.73883)
H (-1.34764, -6.03531, -5.47252)
H (1.02428, -1.77863, 4.15648)
H (-0.53179, 0.55757, 0.13113)
H (0.61657, -3.75141, -5.93059)
H (0.66944, -0.17130, 1.14149)
H (-2.34902, 1.60587, 3.65886)
H (-2.34458, -2.61834, 2.62574)
H (2.19259, 1.70801, -2.85829)
H (1.15836, -2.97564, 0.68850)
H (0.89089, -4.27240, -4.26394)
H (0.47316, 3.93818, 0.99329)
H (2.58379, -2.22195, -0.13412)
H (-0.55843, -2.99562, 0.77031)
H (3.73715, -1.60598, 1.55534)
H (-1.22795, -4.80079, -6.72181)
H (-2.74192, -4.97489, -5.65889)
H (1.67360, -0.53851, -0.12519)
H (-3.69911, 0.75047, -2.65412)
H (-1.19170, 4.47069, 1.20894)
H (0.76444, 2.09223, -1.78086)
H (2.49805, 3.49971, -0.97310)
H (-1.97434, -0.25367, 2.86732)
H (-0.10724, 1.27179, 1.68016)
H (0.32111, 5.54321, 3.33592)
H (1.73874, 4.87100, 3.97236)
H (1.24773, -1.83925, -4.73237)
H (-2.54207, 2.66222, -1.93819)
H (-0.59525, 1.58810, 0.65921)
H (-3.35339, 0.63211, 2.33127)
H (3.59986, -0.03476, 2.51278)
H (-0.17858, -1.12815, -0.01715)
H (0.90528, -2.50199, -2.97299)
H (1.48318, -4.38981, -1.16686)
H (2.94975, -0.34239, 0.83030)
H (-0.08841, 2.58571, -0.85036)
H (-1.02580, -1.87382, -0.96672)

LUMO (spin up / spin down) (eV): 0.18 / 0.03
Kohn-Sham gap (spin up / spin down) (Eh): 0.1957 / 0.2409
Spin multiplicity: 4



No. 4
C33H54N6O6PTi | wB97M-V/def2-TZVPD

Element x y z (Å)
Ti (0.36520, 0.56833, -0.47663)
P (-0.20769, -0.36443, -3.88402)
O (1.58953, -1.55703, -0.92151)
O (-3.36545, 0.25782, -0.90323)
O (2.84634, 7.11106, -0.48112)
O (-0.93586, -1.31646, -0.01963)
O (0.75327, 0.32843, 1.34723)
O (-0.19405, -0.02040, -2.42799)
N (2.34394, 1.24349, -0.52419)
N (5.96768, 3.65365, 2.59434)
N (1.21560, -0.14358, -4.67942)
N (-1.31165, 0.58863, -4.65885)
N (-0.59661, -1.96095, -4.09001)
N (5.58601, 2.53545, 2.97894)
C (3.53560, 1.40594, 3.45156)
C (1.92371, 0.86525, 1.77183)
C (1.28244, -2.28390, 0.25443)
C (5.73345, 5.19749, 0.75758)
C (0.17601, 4.61193, -0.83010)
C (-1.27533, 0.93687, -6.06548)
C (-2.20107, -1.18411, 0.64682)
C (-2.64480, 0.64595, -4.06681)
C (-0.39489, 2.26744, -0.27584)
C (3.66166, 6.28205, 0.23349)
C (4.08536, 1.82294, 1.10501)
C (1.83135, -1.10936, -5.57359)
C (-1.08719, -2.76336, -2.98578)
C (3.06270, 5.63020, 1.31096)
C (2.30551, -2.26134, -1.91552)
C (3.41832, 7.79085, -1.57743)
C (2.29780, 0.87568, 3.11240)
C (-0.21301, -2.50313, 0.37325)
C (4.52914, 1.88241, -1.27585)
C (-0.80929, 3.46669, -1.10613)
C (3.23514, 1.49364, -1.51892)
C (-3.36398, -1.00682, -0.29244)
C (-2.21879, 3.89937, -0.67625)
C (-4.57458, 0.50965, -1.57887)
C (5.00600, 6.07541, -0.04144)
C (4.98071, 2.07604, 0.03543)
C (-0.81928, 3.18295, -2.60402)
C (5.12712, 4.50271, 1.78521)
C (1.75377, 1.20686, -4.81322)
C (2.79774, 1.33171, 0.77774)
C (-1.08234, -2.40223, -5.38824)
C (4.37600, 1.94436, 2.48599)
C (3.78511, 4.74297, 2.07985)
H (-0.08931, 5.51262, -1.39489)
H (2.82683, 1.19108, -4.61500)
H (5.18780, 2.06400, -2.11611)
H (-2.60206, 0.30235, -3.03240)
H (4.23462, 8.44624, -1.26041)
H (-0.80838, -2.28510, -2.05714)
H (2.91700, -1.02495, -5.49015)
H (-0.43633, -2.73977, 1.41540)
H (2.01993, 5.83006, 1.51976)
H (2.62292, 8.39170, -2.01045)
H (1.62624, 0.47645, 3.86056)
H (1.27882, 1.87829, -4.10170)
H (-0.33095, 2.55644, 0.78068)
H (-2.22213, 4.22666, 0.36580)
H (5.99634, 2.38482, 0.23007)
H (1.56066, -0.93220, -6.62142)
H (-3.01113, 1.67515, -4.05266)
H (-1.27600, 2.22232, -2.81542)
H (3.79196, 7.08942, -2.32932)
H (3.30417, 4.23243, 2.90289)
H (-2.17482, -2.48618, -5.39346)
H (-1.52621, 1.99263, -6.19516)
H (-2.91454, 3.06051, -0.76364)
H (-5.42325, 0.50556, -0.88498)
H (-3.35361, 0.02965, -4.63266)
H (-4.77194, -0.23870, -2.36014)
H (2.50073, -1.55802, -2.72161)
H (2.85617, 1.41111, -2.52665)
H (3.25692, -2.62534, -1.51944)
H (1.19347, 4.32106, -1.10212)
H (-0.66850, -3.77294, -3.03540)
H (6.78771, 5.03621, 0.56882)
H (-0.79305, -1.70774, -6.17583)
H (-0.55991, -3.33203, -0.25025)
H (-1.37501, 3.95685, -3.14465)
H (3.85569, 1.45151, 4.48529)
H (1.72308, -3.10524, -2.30328)
H (-2.12817, -0.34401, 1.33980)
H (-4.49412, 1.49446, -2.03560)
H (-0.66450, -3.38073, -5.63880)
H (-4.26383, -1.12724, 0.33083)
H (-3.38334, -1.80252, -1.05194)
H (-1.99804, 0.34516, -6.64008)
H (-2.40138, -2.09323, 1.21796)
H (1.81941, -3.23567, 0.29655)
H (-2.18076, -2.84756, -3.02069)
H (0.17835, 4.86816, 0.23120)
H (-2.58064, 4.72825, -1.29349)
H (-0.28747, 0.76763, -6.48511)
H (1.55194, -2.12220, -5.29798)
H (5.50190, 6.58588, -0.85408)
H (0.19918, 3.17689, -3.00327)
H (1.59761, 1.60722, -5.82023)
H (1.61224, -1.68519, 1.09965)

LUMO (spin up / spin down) (eV): 0.07 / 0.07
Kohn-Sham gap (spin up / spin down) (Eh): 0.1506 / 0.2273
Spin multiplicity: 2
ΔE to the lowest compared entry with this formula, charge and spin (eV): 1.026